No. 1
A molecular structure, C12H24BrCoN5. Source: the OMol25 dataset; level of theory: ωB97M-V/def2-TZVPD.

Summary:
HOMO (spin up / spin down)   -15.5281 / -15.5252 eV
Orbital gap (spin up / spin down)   9.809 / 9.228 eV
Net charge   +2
<S²>   3.756
Largest force on an atom   0.0606 hartree/bohr
Spin multiplicity   4

```
43
Properties=species:S:1:pos:R:3:mulliken_spin:R:1
Co 0.749 0.058 -0.647 2.7695
N -0.302 -1.625 -1.351 0.0572
C 0.305 -2.851 -0.873 -0.0053
C 0.606 -2.670 0.623 -0.0028
N 1.567 -1.553 0.854 0.0417
C 1.371 -1.009 2.202 0.0035
C 0.413 0.193 2.182 -0.0110
N 0.862 1.225 1.160 0.0488
C 2.952 -1.904 0.503 0.0089
C 3.581 -0.713 -0.198 -0.0114
N 2.754 -0.279 -1.353 0.0483
H -1.313 -1.631 -1.129 0.0010
H -0.149 -1.530 -2.378 0.0009
H 1.200 -3.142 -1.427 -0.0005
H -0.422 -3.649 -1.017 0.0021
H 0.957 -3.640 1.058 0.0016
H -0.362 -2.468 1.105 -0.0017
H 2.366 -0.571 2.436 -0.0012
H 1.114 -1.733 2.942 0.0015
H 0.442 0.608 3.240 0.0019
H -0.574 -0.189 1.918 -0.0006
H 1.785 1.633 1.430 0.0015
H 0.230 2.027 1.258 -0.0009
H 2.978 -2.803 -0.160 -0.0001
H 3.518 -2.191 1.424 0.0009
H 4.628 -0.844 -0.530 0.0011
H 3.648 0.174 0.473 -0.0011
H 2.872 -0.980 -2.033 0.0001
H 3.053 0.608 -1.725 0.0005
C -4.679 1.896 0.394 0.0002
C -3.433 2.052 -0.351 -0.0003
C -3.229 3.202 -1.156 -0.0025
C -2.026 3.354 -1.820 0.0011
C -1.058 2.353 -1.635 0.0004
Br 0.638 2.361 -2.498 0.0235
N -1.236 1.259 -0.863 0.0231
C -2.411 1.150 -0.235 0.0005
H -4.961 2.772 0.977 0.0001
H -4.608 1.003 1.010 -0.0001
H -5.484 1.708 -0.308 0.0002
H -3.988 3.891 -1.396 -0.0001
H -1.780 4.195 -2.448 0.0000
H -2.577 0.251 0.341 -0.0004
```

***

No. 2
A molecular structure, C49H72N8O15. Source: the OMol25 dataset; level of theory: ωB97M-V/def2-TZVPD.

Summary:
HOMO   -7.2903 eV
Orbital gap   6.305 eV
ΔE to the lowest compared entry with this formula, charge and spin   2052.6 kcal per mole
Net charge   0
Largest force on an atom   0.3686 hartree/bohr
Spin multiplicity   1

```
144
Properties=species:S:1:pos:R:3:mulliken_charge:R:1
N 0.643 -0.506 0.174 1.5261
C 0.506 0.149 1.373 -0.0911
C -0.411 1.154 1.589 -0.5099
C -1.303 1.478 0.586 0.6126
C -1.165 0.901 -0.644 0.0951
C -0.162 -0.037 -0.848 0.5508
H 1.084 -0.224 2.205 0.4080
H -0.431 1.732 2.501 0.1775
H -2.069 2.228 0.712 -0.3768
H -1.903 1.213 -1.368 -0.8408
H -0.151 -0.592 -1.774 -0.3331
N -2.966 2.893 0.705 0.5417
C -2.719 4.202 1.008 0.4344
C -2.732 5.197 0.037 -1.1595
C -3.038 4.841 -1.269 -1.0066
C -3.324 3.515 -1.567 -0.8229
C -3.253 2.577 -0.562 0.0563
H -2.467 4.431 2.034 0.1041
H -2.633 6.239 0.304 0.5375
H -3.241 5.608 -2.002 0.4724
H -3.520 3.191 -2.578 0.4972
H -3.319 1.534 -0.833 0.4962
C 1.099 -3.522 1.196 0.2566
C 1.166 -2.080 1.679 -1.4996
O 2.545 -1.918 2.037 1.1735
C 3.188 -3.098 1.999 0.2729
O 4.366 -3.246 2.299 -0.5602
O 2.398 -3.991 1.405 -0.4824
H 0.982 -3.483 0.113 -0.6933
H 0.416 -4.169 1.747 0.7282
H 0.551 -1.934 2.566 -0.6098
H 0.891 -1.384 0.886 0.5598
C -1.152 -2.520 2.707 0.5492
C -1.532 -1.273 1.957 0.2377
O -2.753 -0.863 2.548 -0.4333
C -2.910 -1.507 3.707 0.3416
O -3.799 -1.196 4.502 -0.6806
O -2.085 -2.530 3.767 -0.4664
H -0.172 -2.362 3.157 0.0892
H -1.233 -3.417 2.092 0.6521
H -1.655 -1.566 0.914 -0.7586
H -0.807 -0.462 2.020 1.1587
C -3.043 -0.465 -4.435 -1.2036
C -1.584 -0.199 -4.564 -0.4748
O -1.342 0.924 -3.756 -0.6500
C -2.404 1.150 -2.977 0.9973
O -2.427 1.973 -2.034 0.5686
O -3.407 0.368 -3.323 -0.3915
H -3.282 -1.453 -4.041 0.5235
H -3.586 -0.243 -5.354 0.3559
H -1.329 0.076 -5.587 1.0922
H -1.044 -1.053 -4.156 -1.6068
C 1.529 2.263 0.603 -0.3680
C 2.476 3.240 -0.091 -0.4509
O 3.384 3.548 0.945 -0.3748
C 2.967 3.068 2.091 0.7305
O 3.514 3.246 3.141 -0.5777
O 1.840 2.306 1.945 -0.3777
H 1.564 1.245 0.215 0.2710
H 0.499 2.610 0.523 0.3075
H 1.968 4.189 -0.259 0.5383
H 3.006 2.923 -0.989 0.1403
C 4.115 -0.526 0.999 -0.1430
C 2.873 0.313 1.147 -0.1872
O 2.938 0.867 2.420 -0.7487
C 3.981 0.373 3.036 0.4655
O 4.234 0.521 4.235 -0.6193
O 4.763 -0.275 2.222 -0.4033
H 4.765 -0.268 0.163 0.4817
H 3.905 -1.595 1.016 -0.4449
H 1.946 -0.247 1.022 0.2144
H 2.818 1.138 0.437 0.6317
C 3.694 -2.713 -0.693 -1.7566
C 2.552 -1.654 -0.646 1.2120
C 1.767 -1.636 -1.937 -1.9514
C 2.493 -1.282 -3.152 0.3985
N 3.021 -1.052 -4.117 -0.7718
H 4.356 -2.622 -1.555 0.4282
H 3.166 -3.658 -0.820 0.5200
H 4.256 -2.765 0.239 0.8610
H 2.843 -0.632 -0.405 1.2059
H 1.829 -1.929 0.122 -0.6275
H 1.017 -0.899 -1.651 -0.2533
H 1.214 -2.551 -2.148 0.8950
C -3.553 1.231 1.872 0.3216
C -3.576 1.011 3.382 -0.9571
C -3.958 2.306 4.140 -0.9847
C -3.338 3.505 3.676 0.3866
N -2.827 4.478 3.315 -0.6440
H -2.895 2.047 1.572 -0.3337
H -4.540 1.475 1.480 0.5847
H -3.375 0.267 1.395 -0.2287
H -2.520 0.884 3.619 -0.1290
H -4.130 0.124 3.689 0.8880
H -3.657 2.295 5.188 0.4207
H -5.026 2.520 4.156 0.4374
C 0.475 -0.775 -6.257 -1.4249
C 1.041 -1.903 -5.451 -0.1799
C 0.070 -2.611 -4.528 -0.7134
C -0.064 -1.977 -3.222 2.8333
N -0.139 -1.442 -2.192 -0.5960
H 1.285 -0.524 -6.941 0.4773
H 0.315 0.054 -5.568 0.4554
H -0.381 -1.206 -6.776 0.3600
H 1.909 -1.710 -4.821 0.1721
H 1.349 -2.578 -6.250 0.5498
H 0.320 -3.656 -4.344 0.4057
H -0.936 -2.514 -4.935 0.7139
C 0.168 2.770 -1.621 -0.4039
C 0.193 1.805 -2.801 0.2829
C 1.623 1.504 -3.423 -2.0237
C 2.481 0.875 -2.428 0.4723
N 3.175 0.370 -1.643 -0.4309
H -0.837 2.935 -1.233 -0.7106
H 0.636 3.665 -2.031 1.1440
H 0.774 2.434 -0.780 -1.7487
H -0.427 2.340 -3.521 1.1795
H -0.343 0.878 -2.600 -0.3538
H 2.080 2.462 -3.672 0.7593
H 1.490 0.947 -4.351 0.4268
C -3.370 -1.508 -1.089 -1.3204
C -2.241 -1.688 -2.011 0.5655
C -1.316 -2.956 -1.670 -1.0400
C -0.831 -3.164 -0.282 -0.0296
N -0.440 -3.399 0.774 -0.1599
H -4.096 -0.760 -1.407 0.0702
H -2.930 -1.204 -0.139 0.5705
H -3.959 -2.420 -0.989 0.6022
H -1.570 -0.829 -2.019 0.2672
H -2.768 -1.704 -2.965 0.2539
H -0.468 -3.009 -2.353 -1.2997
H -1.970 -3.782 -1.947 0.8124
C 1.796 -0.419 6.293 -1.5054
C 2.738 -0.532 5.079 -0.9244
C 2.262 -1.461 3.953 -0.1122
C 0.998 -1.011 3.439 -0.5575
N -0.054 -0.745 3.011 0.1831
H 1.942 -1.247 6.986 0.3358
H 0.751 -0.310 6.001 0.2624
H 2.156 0.427 6.878 0.4287
H 3.754 -0.786 5.383 0.6721
H 2.789 0.465 4.640 0.1250
H 2.233 -2.491 4.309 1.0946
H 2.952 -1.583 3.118 -0.3638
```

***

No. 3
A molecular structure, C35H39BaCl4NO2P. Source: the OMol25 dataset; level of theory: ωB97M-V/def2-TZVPD.

Summary:
HOMO   -3.5667 eV
Orbital gap   5.782 eV
ΔE to the lowest compared entry with this formula, charge and spin   24.5 kcal per mole
Net charge   -1
Largest force on an atom   0.0802 hartree/bohr
Spin multiplicity   1

```
83
Properties=species:S:1:pos:R:3:mulliken_charge:R:1
Ba 1.560 1.318 -0.251 1.7105
N 4.991 1.001 1.647 -0.4968
C 5.465 0.308 0.532 0.4334
C 6.476 0.848 -0.267 -0.6460
C 7.024 0.118 -1.311 -0.5351
C 6.569 -1.168 -1.578 -0.7250
C 5.548 -1.696 -0.793 -0.4771
C 4.978 -0.978 0.256 0.4611
C 3.886 -1.568 1.096 -0.8160
C 4.201 -2.673 1.899 -0.3543
C 3.222 -3.279 2.680 -0.8635
C 1.926 -2.777 2.642 -0.4177
C 1.642 -1.677 1.834 0.5933
C 2.591 -1.018 1.033 -0.2121
H 5.004 2.003 1.556 0.2841
H 4.098 0.664 1.981 0.3345
H 6.835 1.850 -0.054 0.3540
H 7.811 0.555 -1.915 0.3757
H 6.994 -1.747 -2.388 0.3814
H 5.156 -2.684 -1.005 0.4461
H 5.221 -3.050 1.917 0.4088
H 3.471 -4.124 3.311 0.3505
H 1.140 -3.238 3.237 0.4300
H 0.604 -1.334 1.817 -0.1283
C -0.151 -2.951 -1.188 -1.8821
C -1.463 -2.368 -1.748 2.1263
C -2.427 -3.527 -2.022 -1.9436
C -1.163 -1.650 -3.071 -1.9935
P -1.904 -1.027 -0.504 0.5871
C -2.467 -1.925 1.003 0.8356
C -1.995 -1.407 2.215 -0.6521
C -2.358 -1.964 3.433 -0.6283
C -3.207 -3.062 3.466 -0.5546
C -3.699 -3.582 2.275 -0.8652
C -3.337 -3.016 1.058 -0.4041
C -3.474 -0.099 -1.007 2.1515
C -3.931 0.634 0.263 -2.0163
C -3.082 0.970 -2.041 -1.7510
C -4.635 -0.934 -1.542 -1.8628
H 0.241 -3.709 -1.878 0.5382
H -0.311 -3.426 -0.217 0.3488
H 0.614 -2.184 -1.054 0.2710
H -2.107 -4.039 -2.937 0.5164
H -3.457 -3.204 -2.170 0.2717
H -2.401 -4.262 -1.216 0.3882
H -0.587 -2.314 -3.726 0.5390
H -0.576 -0.740 -2.917 0.3399
H -2.082 -1.379 -3.595 0.3258
H -1.342 -0.543 2.196 0.4111
H -1.976 -1.542 4.356 0.4084
H -3.487 -3.509 4.412 0.3711
H -4.374 -4.430 2.293 0.4116
H -3.754 -3.432 0.151 0.4062
H -3.109 1.181 0.735 0.2767
H -4.355 -0.055 0.996 0.3210
H -4.696 1.370 -0.004 0.6229
H -2.195 1.524 -1.724 0.2178
H -3.895 1.698 -2.143 0.5105
H -2.892 0.538 -3.026 0.3069
H -4.915 -1.733 -0.850 0.2544
H -4.412 -1.368 -2.519 0.3036
H -5.508 -0.282 -1.662 0.5100
Cl 2.850 5.906 -0.658 -0.1356
C 3.821 4.642 -1.445 0.5551
Cl 3.867 4.929 -3.185 -0.1414
Cl 5.479 4.665 -0.802 -0.1464
C 3.135 3.261 -1.089 0.4835
O 2.501 2.686 -2.005 -0.8757
O 3.271 2.901 0.105 -0.8165
Cl -5.450 4.949 -0.743 -0.2922
C -3.853 4.529 -0.136 0.3998
C -3.702 4.054 1.158 -0.5351
C -2.451 3.676 1.618 -0.5099
C -1.285 3.755 0.814 1.2512
C 0.013 3.338 1.268 -2.2728
C -1.492 4.283 -0.491 -0.3694
C -2.743 4.653 -0.958 -0.7653
H -4.568 3.979 1.806 0.3913
H -2.354 3.314 2.637 0.2927
H 0.085 3.152 2.340 0.2581
H 0.823 3.987 0.913 0.5409
H -0.631 4.397 -1.146 0.3814
H -2.862 5.037 -1.965 0.3972
```

***

No. 4
A molecular structure, C17H25BBrCrN10S2. Source: the OMol25 dataset; level of theory: ωB97M-V/def2-TZVPD.

Summary:
HOMO (spin up / spin down)   -14.6020 / -14.5951 eV
Orbital gap (spin up / spin down)   7.276 / 7.808 eV
ΔE to the lowest compared entry with this formula, charge and spin   0.0 kcal per mole
Net charge   +2
<S²>   0.757
Largest force on an atom   0.0055 hartree/bohr
Spin multiplicity   2

```
57
Properties=species:S:1:pos:R:3:mulliken_spin:R:1
Cr -0.009 -0.260 0.123 1.0449
C -1.724 2.661 4.323 0.0002
C -0.437 2.254 3.670 -0.0034
C 0.808 2.568 4.194 -0.0005
C 1.940 2.199 3.500 -0.0003
C 1.816 1.506 2.305 -0.0048
Br 3.462 1.208 1.432 -0.0001
N 0.634 1.142 1.782 0.0000
C -0.446 1.546 2.482 0.0004
H -1.575 2.871 5.381 0.0000
H -2.477 1.878 4.240 0.0000
H -2.123 3.563 3.859 0.0000
H 0.896 3.107 5.129 0.0001
H 2.926 2.452 3.862 -0.0002
H -1.393 1.271 2.060 0.0002
B -0.722 0.735 -2.790 -0.0144
N -1.797 1.106 -1.723 0.0120
C -2.962 1.703 -1.900 0.0083
C -3.657 1.723 -0.691 0.0022
C -2.813 1.097 0.193 0.0068
N -1.657 0.735 -0.419 -0.0382
N -0.594 -0.821 -2.699 0.0082
C -0.608 -1.751 -3.651 0.0126
C -0.413 -2.999 -3.069 0.0047
C -0.289 -2.733 -1.717 0.0112
N -0.412 -1.412 -1.497 -0.0304
H -1.125 1.036 -3.874 0.0000
H 0.315 1.255 -2.484 0.0032
H -3.235 2.072 -2.874 0.0005
H -4.636 2.124 -0.500 0.0002
H -2.999 0.840 1.222 0.0007
H -0.759 -1.470 -4.680 0.0002
H -0.373 -3.953 -3.561 0.0001
H -0.124 -3.406 -0.890 -0.0013
N -3.053 -2.122 -0.134 -0.0006
C -2.600 -2.266 1.094 0.0049
N -3.316 -2.942 1.984 -0.0002
S -1.094 -1.607 1.665 -0.0254
H -3.934 -2.519 -0.426 0.0002
H -2.490 -1.634 -0.816 -0.0043
H -4.175 -3.411 1.739 -0.0001
H -2.967 -3.061 2.921 0.0001
C 4.496 1.432 -2.490 -0.0002
C 3.158 0.722 -2.696 0.0007
C 2.850 -0.240 -1.600 0.0023
N 1.810 -0.237 -0.842 -0.0039
N 1.787 -1.211 0.116 -0.0120
C 2.840 -1.985 0.092 0.0014
N 3.030 -3.011 0.922 0.0045
S 3.949 -1.517 -1.152 0.0095
H 4.676 2.112 -3.319 0.0000
H 5.330 0.730 -2.455 -0.0001
H 4.496 2.013 -1.569 0.0000
H 3.158 0.171 -3.640 -0.0001
H 2.333 1.431 -2.738 0.0001
H 2.396 -3.147 1.693 0.0000
H 3.882 -3.545 0.914 -0.0001
```

***

No. 5
A single C4H4O2 molecule. Source: the OMol25 dataset; level of theory: ωB97M-V/def2-TZVPD.

Summary:
HOMO   -9.0078 eV
Orbital gap   10.042 eV
ΔE to the lowest compared entry with this formula, charge and spin   116.6 kcal per mole
SMILES string   O1[C@H]2[C@@H]1[C@H]1O[C@@H]21
Net charge   0
Largest force on an atom   0.0395 hartree/bohr
Spin multiplicity   1

```
10
Properties=species:S:1:pos:R:3:nbo_charge:R:1
O 1.136 -0.666 1.058 -0.4145
C 1.101 0.268 0.019 -0.0257
C 0.271 -1.014 0.021 0.0200
C -0.986 -0.126 -0.070 0.0355
O -1.062 0.572 1.141 -0.4412
C -0.219 1.093 0.111 -0.0092
H 1.483 -0.016 -0.950 0.2221
H 0.505 -1.938 -0.504 0.1956
H -1.830 -0.300 -0.726 0.2060
H -0.400 2.123 -0.172 0.2112
```

***

No. 6
A gas-phase ion, C5H8NO3 (charge +1). Source: the OMol25 dataset; level of theory: ωB97M-V/def2-TZVPD.

Summary:
HOMO   -15.3624 eV
Orbital gap   11.074 eV
ΔE to the lowest compared entry with this formula, charge and spin   37.2 kcal per mole
SMILES string   CO[N+]1=C(O)CCC1=O
Net charge   +1
Largest force on an atom   0.0609 hartree/bohr
Spin multiplicity   1

```
17
Properties=species:S:1:pos:R:3:nbo_charge:R:1
C 0.817 -0.909 0.200 0.7021
C 0.280 1.280 -0.364 0.6998
C 2.154 -0.237 0.294 -0.4742
C 1.772 1.262 0.057 -0.5037
C -2.944 -0.259 -0.076 -0.2130
N -0.165 -0.095 -0.059 -0.1272
O 0.615 -2.217 0.233 -0.5737
O -0.512 2.125 -0.629 -0.4388
O -1.447 -0.754 -0.229 -0.4348
H 2.597 -0.324 1.269 0.2866
H 2.773 -0.654 -0.499 0.2791
H 2.282 1.539 -0.848 0.2716
H 1.934 2.028 0.802 0.2869
H -2.904 0.758 0.384 0.2247
H -3.312 -0.109 -1.046 0.2179
H -3.535 -1.032 0.552 0.2437
H -0.407 -2.399 -0.043 0.5530
```